Run 1
Formula: C3H5N3
Source: the OMol25 dataset
Level of theory: ωB97M-V/def2-TZVPD

The calculation puts the HOMO energy (alpha / beta) at -20.62 / -20.44 eV. For the LUMO energy (alpha / beta), the calculation gives -13.77 / -13.89 eV. As for the charge: +2. As for the spin multiplicity: 1.

Geometry as XYZ:
```
11
Properties=species:S:1:pos:R:3:mulliken_charge:R:1
C -0.76965 1.21014 -0.19317 0.4118
C 0.66209 -0.91081 -0.14101 0.2260
C -1.68941 0.17335 0.09171 -0.4638
N 2.16555 0.77218 -0.06838 -0.3564
N 1.95429 -0.42652 0.01692 0.4221
N -0.26978 -0.01189 -0.24074 -0.0622
H -0.73707 2.30543 -0.12692 0.4210
H 0.28440 -2.02464 -0.19812 0.3989
H -1.86743 0.22637 1.12209 0.3331
H -2.49625 -0.24600 -0.43703 0.3296
H 2.76325 -1.06762 0.17465 0.3399
```

---

Run 2
Formula: C3H5N3
Source: the OMol25 dataset
Level of theory: ωB97M-V/def2-TZVPD

The calculation puts the HOMO energy (alpha / beta) at -20.30 / -20.29 eV. For the LUMO energy (alpha / beta), the calculation gives -12.31 / -12.31 eV. As for the charge: +2. As for the spin multiplicity: 1.

Geometry as XYZ:
```
11
Properties=species:S:1:pos:R:3:mulliken_charge:R:1
C 0.09271 0.91239 -1.85175 0.2406
C -1.62893 0.95038 -0.33240 0.1608
C 0.39900 0.00016 0.22513 -0.0755
N -1.03878 1.08816 -1.52598 -0.0815
N -0.89898 0.23997 0.51904 -0.0076
N 1.19837 -0.90635 0.58088 -0.1081
H 0.83628 0.86649 -2.63152 0.4320
H -2.59516 1.40753 -0.12274 0.4356
H -1.24077 0.14241 1.49009 0.3444
H 2.20171 -0.83073 0.36875 0.3508
H 0.94658 -1.77239 1.09049 0.3086
```

---

Stability ranking, top and bottom: run 2 is the most stable and run 1 is the least stable.

---

Run 1
Formula: C3H5N3S2
Source: the OMol25 dataset
Level of theory: ωB97M-V/def2-TZVPD

As for the SMILES: NN1C=NSC(=S)C1. The calculation puts the HOMO energy at -8.56 eV. For the LUMO energy, the calculation gives -0.26 eV. As for the charge: 0. As for the spin multiplicity: 1.

Geometry as XYZ:
```
13
Properties=species:S:1:pos:R:3:mulliken_charge:R:1
C -0.70698 -0.68751 0.30840 -0.4586
C -1.91864 0.14988 -0.03077 0.1008
C 0.80754 1.20918 -0.07408 0.1386
H 2.13762 -0.97582 -1.12848 0.2596
H 2.21301 -0.89942 0.51944 0.2458
H -0.80999 -1.68120 -0.13573 0.3795
H -0.65093 -0.77563 1.37735 0.2920
H 1.90396 1.33469 -0.06979 0.3972
N 1.60323 -1.06435 -0.25867 -0.8274
N 0.52970 -0.14399 -0.21335 0.2054
N -0.01743 2.16523 0.02220 -0.5289
S -3.41488 -0.49263 -0.17465 -0.2331
S -1.67621 1.86158 -0.14186 0.0292
```

---

Run 2
Formula: C3H5N3S2
Source: the OMol25 dataset
Level of theory: ωB97M-V/def2-TZVPD

As for the SMILES: [H]/N=C\N(C=S)NC=S. The calculation puts the HOMO energy at -9.09 eV. For the LUMO energy, the calculation gives -0.49 eV. As for the charge: 0. As for the spin multiplicity: 1.

Geometry as XYZ:
```
13
Properties=species:S:1:pos:R:3:mulliken_charge:R:1
C -0.40733 -0.34545 -1.37123 0.2468
C 1.28466 -1.12382 0.99639 -0.1483
C -0.75597 1.36607 0.39426 -0.1727
H -0.57451 1.30232 -2.23663 0.2223
H -0.08220 -1.38213 -1.37590 0.4151
H -0.59011 -0.96124 1.74905 0.2588
H 1.50550 -1.73418 1.85232 0.3273
H -0.86739 2.03950 -0.45150 0.1519
N -0.55549 0.30928 -2.40044 -0.6229
N -0.50855 0.07968 -0.01762 0.1324
N -0.02810 -0.80557 0.92214 -0.3229
S 2.47713 -0.68769 0.00714 -0.2540
S -0.89763 1.94322 1.93201 -0.2337
```

---

Run 3
Formula: C3H5N3S2
Source: the OMol25 dataset
Level of theory: ωB97M-V/def2-TZVPD

As for the SMILES: C=N/N=C/N(S)C=S. The calculation puts the HOMO energy at -8.91 eV. For the LUMO energy, the calculation gives -0.42 eV. As for the charge: 0. As for the spin multiplicity: 1.

Geometry as XYZ:
```
13
Properties=species:S:1:pos:R:3:mulliken_charge:R:1
C -2.74359 0.23837 -0.06389 0.0772
C -0.35823 -0.39389 -0.05056 -0.0628
C 2.96294 -0.73114 -0.08729 -0.2647
H 0.14842 2.04165 0.80283 0.1804
H -3.33866 1.16652 -0.05250 0.2706
H -0.61164 -1.44419 -0.02378 0.3285
H 3.65663 -1.55977 -0.24437 0.2725
H 3.30612 0.31638 0.10035 0.2826
N -1.36865 0.54553 -0.11035 0.0187
N 0.85612 -0.01983 -0.02650 -0.0763
N 1.74857 -1.10677 -0.07958 -0.5885
S -0.87254 2.21127 -0.11427 -0.1404
S -3.38550 -1.26414 -0.05009 -0.2980
```

---

Stability ranking, top and bottom: run 1 is the most stable and run 3 is the least stable.

---

Run 1
Formula: C10H12N2
Source: the OMol25 dataset
Level of theory: ωB97M-V/def2-TZVPD

As for the SMILES: CN1CCC=C1c1cccnc1. The calculation puts the HOMO energy at -7.00 eV. For the LUMO energy, the calculation gives 0.80 eV. As for the charge: 0. As for the spin multiplicity: 1.

Geometry as XYZ:
```
24
Properties=species:S:1:pos:R:3:mulliken_charge:R:1
N 0.77498 -2.37290 2.07480 -0.6330
C -0.10498 0.47094 -0.18522 0.4378
C -0.78812 1.66756 -0.08907 -0.7921
C -0.35543 -2.52156 2.78383 -0.2530
C 0.83642 -1.40189 1.14345 -0.2217
C -1.46326 -1.73097 2.57863 -0.4079
C -1.39938 -0.71641 1.62908 -0.4910
C -0.23556 -0.56703 0.84657 0.5792
N 0.69143 0.51087 -1.31514 0.1058
C 1.37991 -0.63518 -1.89707 -1.1196
C -0.41807 2.60520 -1.20334 -0.4515
C 0.62424 1.82129 -2.00045 -0.7671
H -1.49661 1.88065 0.69026 0.3467
H -0.40590 -3.28485 3.54782 0.3584
H 1.75652 -1.26356 0.59110 0.3432
H -2.39898 -1.89871 3.11455 0.3571
H -2.28277 -0.10570 1.47523 0.3531
H 1.55060 -0.50879 -2.93930 0.3702
H 0.74356 -1.54878 -1.79450 0.3697
H 2.34317 -0.74905 -1.35976 0.2859
H -1.24487 2.82478 -1.87456 0.2706
H 0.02063 3.53472 -0.79311 0.2764
H 0.27362 1.68241 -2.99379 0.3784
H 1.59885 2.30696 -2.03001 0.3044
```

---

Run 2
Formula: C10H12N2
Source: the OMol25 dataset
Level of theory: ωB97M-V/def2-TZVPD

As for the SMILES: C#CC#CC#C.CC/N=C/NC. The calculation puts the HOMO energy at -8.43 eV. For the LUMO energy, the calculation gives 0.41 eV. As for the charge: 0. As for the spin multiplicity: 1.

Geometry as XYZ:
```
24
Properties=species:S:1:pos:R:3:mulliken_charge:R:1
C 2.01970 3.07173 0.02032 -0.5204
C 2.78365 2.15429 -0.12529 -0.2332
C 3.59688 1.03286 -0.31405 0.3001
C 4.23836 0.02047 -0.38827 0.5016
C 5.03807 -1.12345 -0.52179 -0.4595
C 5.68933 -2.13097 -0.57105 -0.4537
C 0.68454 -0.63680 0.92036 -1.0100
C -0.65937 -0.12789 1.45561 -0.1815
C -2.56458 -0.19062 0.17187 0.0581
C -4.45975 0.09125 -1.37041 -0.7132
H 1.35584 3.88287 0.19995 0.4324
H 6.32375 -2.98768 -0.63753 0.4416
H 1.50943 -0.13146 1.43684 0.2701
H 0.77744 -1.72176 1.11750 0.3367
H 0.74948 -0.49344 -0.17198 0.2561
H -0.73721 0.95775 1.18430 0.2059
H -0.70558 -0.18450 2.54421 0.3112
H -2.47766 0.89188 -0.01366 0.0970
H -3.72408 -1.69844 -0.51314 0.2493
H -5.47174 -0.32077 -1.41499 0.2745
H -4.49286 1.14560 -1.04316 0.2724
H -4.03995 0.07910 -2.39618 0.2713
N -1.76305 -0.88572 0.87284 -0.5265
N -3.67064 -0.69431 -0.44231 -0.1804
```

---

Stability ranking, top and bottom: run 1 is the most stable and run 2 is the least stable.

---

Run 1
Formula: C2H12N2O2
Source: the OMol25 dataset
Level of theory: ωB97M-V/def2-TZVPD

The calculation puts the HOMO energy (alpha / beta) at -14.42 / -14.41 eV. For the LUMO energy (alpha / beta), the calculation gives -3.82 / -9.47 eV. As for the charge: +1. As for the spin multiplicity: 2.

Geometry as XYZ:
```
18
Properties=species:S:1:pos:R:3:lowdin_spin:R:1
C -1.37394 0.74946 0.21868 0.1462
C -0.11179 1.04968 0.95830 0.0238
N -0.32353 1.28792 2.40790 0.0000
N -1.22984 0.39403 -1.15072 0.6612
H -2.06534 1.61820 0.37721 0.0173
H -2.11716 0.04418 0.67471 0.0896
H 0.38718 1.91317 0.51949 0.0048
H 0.50930 0.15951 0.76694 0.0013
H -0.52404 0.37012 2.80662 0.0004
H 0.64173 1.39560 2.72527 0.0003
H -2.09193 0.55876 -1.66986 0.0131
H -0.81404 -0.53824 -1.24513 0.0174
H 0.63934 -2.53165 0.65801 0.0000
H 1.83860 -2.64959 -0.27168 0.0000
O 0.92861 -2.87882 -0.16998 0.0003
H 0.78185 0.44283 -1.92832 0.0042
H 1.50728 -0.78141 -2.36855 0.0002
O 1.66306 0.06603 -1.97618 0.0197
```

---

Run 2
Formula: C2H12N2O2
Source: the OMol25 dataset
Level of theory: ωB97M-V/def2-TZVPD

The calculation puts the HOMO energy (alpha / beta) at -13.82 / -13.81 eV. For the LUMO energy (alpha / beta), the calculation gives -3.23 / -8.41 eV. As for the charge: +1. As for the spin multiplicity: 2.

Geometry as XYZ:
```
18
Properties=species:S:1:pos:R:3:lowdin_spin:R:1
C -1.26648 0.44814 2.34645 0.0449
N -0.10072 -0.26364 1.50874 0.7145
C -0.32084 -1.02490 0.23091 0.0721
N 0.73728 -0.78571 -0.76706 0.0461
H -0.76738 1.04939 3.13776 -0.0003
H -2.01931 1.13281 1.81695 0.0289
H -1.76885 -0.44788 2.70430 0.0101
H 0.52619 0.41078 1.42437 0.0301
H -1.24995 -1.01759 -0.26618 0.0171
H -0.09447 -1.94204 0.76733 0.0330
H 0.68130 0.17597 -1.17501 -0.0007
H 1.70300 -0.90804 -0.36780 0.0035
H 0.76728 -2.11624 -3.36113 0.0003
H 1.99512 -2.84095 -3.24239 0.0000
O 1.21256 -2.78712 -3.83340 0.0004
H 0.54792 3.96799 0.10049 0.0000
H -0.72178 3.61631 -0.61759 0.0000
O 0.13915 3.33272 -0.40673 0.0001
```

---

Stability ranking, top and bottom: run 1 is the most stable and run 2 is the least stable.